C39H52IrN4OP2 as an isolated structure in a non-equilibrium geometry, computed with wB97M-V/def2-TZVPD.

Cartesian coordinates (Å):
Ir  2.68427  0.61578  -0.17066
C  -2.87067  -1.02530  1.63883
C  -1.57207  -0.95475  1.93454
C  -0.39632  -1.42076  1.14239
C  0.02042  -0.61290  -0.10970
C  -0.92854  0.27331  -0.84292
C  -2.23207  0.15418  -0.97211
C  -2.87433  -1.18845  -0.96533
C  -3.60663  -1.40666  0.38225
C  1.84754  2.03555  1.11228
H  -3.55459  -0.82918  2.49986
H  -1.30856  -0.76801  2.99787
H  -0.52975  -2.46899  0.83974
H  0.45306  -1.37609  1.85942
H  0.93608  0.06728  0.12716
H  0.45968  -1.32181  -0.85469
H  -0.37721  1.02161  -1.41123
H  -2.82836  1.04078  -1.18643
H  -2.20001  -2.03343  -1.19709
H  -3.67566  -1.19897  -1.70156
H  -4.50111  -0.75320  0.41209
H  -3.97310  -2.45222  0.41453
H  0.76602  1.82917  1.31158
H  1.97782  3.04562  0.66345
H  2.39951  1.97512  2.07158
P  2.33063  0.43593  -2.30231
P  2.26471  -2.64189  -0.16233
N  1.41443  0.67252  -4.04948
N  3.82787  0.87879  -3.11130
N  1.31608  -3.90492  -1.18825
N  3.36409  -4.03659  0.33279
C  2.42926  -1.39077  -2.59468
C  3.30508  -2.03256  -1.51837
C  0.83000  1.86029  -4.43927
C  0.47650  1.80300  -5.80268
C  0.89084  0.51766  -6.27677
C  1.45577  -0.13785  -5.17129
C  4.67226  1.82423  -2.55392
C  5.86244  1.81412  -3.26916
C  5.72570  0.86904  -4.33631
C  4.45036  0.30828  -4.21530
C  0.00766  -4.32753  -0.92744
C  -0.43214  -5.12591  -1.98430
C  0.64918  -5.23112  -2.89900
C  1.69974  -4.49672  -2.39278
C  3.53741  -5.38612  -0.00050
C  4.73281  -5.86002  0.55124
C  5.31299  -4.76512  1.27289
C  4.46323  -3.68084  1.12129
H  2.84317  -1.61374  -3.58341
H  1.38406  -1.74035  -2.60303
H  3.90211  -2.83938  -1.95935
H  3.97698  -1.29387  -1.01242
H  0.69148  2.66267  -3.73903
H  0.00962  2.57398  -6.38334
H  0.82657  0.11794  -7.26919
H  1.87174  -1.12687  -5.15157
H  4.34633  2.38072  -1.68323
H  6.73120  2.41693  -3.04966
H  6.44658  0.61978  -5.09237
H  3.96465  -0.44687  -4.81113
H  -0.48297  -4.10313  0.00885
H  -1.40809  -5.58165  -2.06620
H  0.67081  -5.80612  -3.82928
H  2.71448  -4.37448  -2.77921
H  2.81681  -5.93308  -0.58861
H  5.15013  -6.85931  0.44684
H  6.24638  -4.77803  1.83240
H  4.53109  -2.67345  1.50848
C  -4.70609  2.81260  0.49918
C  -4.07285  4.10287  1.02495
C  -5.04355  5.26184  0.80763
C  -3.60365  3.97642  2.46857
C  -4.03777  4.81429  3.47835
C  -3.66644  4.56569  4.81436
C  -2.91002  3.43861  5.17115
C  -2.38522  2.62072  4.19215
C  -1.67557  1.32804  4.54909
C  -0.57146  1.48200  5.59132
C  -2.68971  0.29762  5.03531
C  -2.60371  2.94155  2.77797
O  -1.91618  2.40185  1.86821
H  -5.56732  2.52847  1.11684
H  -3.98686  1.98881  0.50313
H  -5.06381  2.96105  -0.52521
H  -3.16668  4.29221  0.42733
H  -5.97629  5.10718  1.36073
H  -4.60602  6.21230  1.11916
H  -5.28800  5.33005  -0.25507
H  -4.69887  5.66139  3.23396
H  -4.04221  5.23184  5.59203
H  -2.72883  3.19408  6.23298
H  -1.21833  0.96531  3.62721
H  -1.00012  1.71252  6.57283
H  -0.00535  0.54579  5.66605
H  0.12609  2.27685  5.31033
H  -3.51668  0.20995  4.32377
H  -2.21334  -0.68274  5.13632
H  -3.10064  0.60555  6.00515

Summary:
2S+1: 6
Total charge: +2
Orbital gap (alpha / beta) (eV): 4.0 / 3.2
Expectation value of S²: 8.82